Molecular formula: C22H28F3N3O2
Method: DFT, wB97M-V/def2-TZVPD

Lowest unoccupied orbital energy, eV: 0.81
Max |F|, hartree/bohr: 0.0165
Highest occupied orbital energy, Eh: -0.3115
Gap between HOMO and LUMO, eV: 9.28
SMILES string: CCOC(=O)C1(Cc2ccccc2C(F)(F)F)CCN(CCCn2cccn2)CC1

Structure (ORCA input):
```
! wB97M-V def2-TZVPD RIJCOSX def2/J DEFGRID3
* xyz 0 1
C 2.04549 4.30602 -0.24143
C 1.22730 3.95597 0.99332
H 0.20579 4.33727 0.89243
H 1.68813 4.35893 1.89748
O 1.17826 2.54476 1.20178
C 0.26802 1.85314 0.50762
O -0.52022 2.36980 -0.24310
C 0.35350 0.36817 0.84055
C -0.54759 -0.49019 -0.05468
H -0.33636 -1.53841 0.16420
C -2.03145 -0.23051 0.18914
N -2.37089 -0.44070 1.58783
C -1.63195 0.49425 2.41200
C -0.13944 0.20420 2.29222
H 0.42320 0.86403 2.95443
H 0.02991 -0.82859 2.60072
H -1.93753 0.35906 3.45332
H -1.83728 1.54362 2.12832
C -3.80582 -0.37898 1.80406
C -4.47782 -1.70294 1.40768
H -3.78350 -2.28476 0.80265
H -4.71138 -2.28697 2.29739
C -5.76350 -1.50097 0.59991
N -5.48706 -0.86923 -0.66103
C -5.78211 0.38969 -1.04021
C -5.26222 0.56227 -2.30213
C -4.65825 -0.66565 -2.59828
N -4.80078 -1.51458 -1.59849
H -4.13434 -0.95886 -3.48618
H -5.30852 1.43709 -2.91708
H -6.33739 1.05532 -0.40943
H -6.22193 -2.47514 0.40496
H -6.47164 -0.87600 1.14942
H -4.25018 0.45691 1.23573
H -3.98335 -0.18218 2.86390
H -2.60970 -0.92352 -0.42434
H -2.28385 0.79458 -0.12783
H -0.33249 -0.31104 -1.10777
C 1.81656 -0.11236 0.79093
C 2.52609 -0.08881 -0.53628
C 2.11067 0.69672 -1.60498
C 2.80513 0.72431 -2.80169
C 3.94680 -0.03815 -2.96561
C 4.38989 -0.82390 -1.91877
C 3.69166 -0.84697 -0.71811
C 4.22325 -1.71412 0.39034
F 5.40499 -2.27524 0.09819
F 3.40044 -2.74000 0.69515
F 4.41644 -1.04204 1.54242
H 5.28174 -1.42081 -2.03025
H 4.49096 -0.02281 -3.89666
H 2.44840 1.34640 -3.60867
H 1.22589 1.30135 -1.51323
H 1.82326 -1.13233 1.17943
H 2.39638 0.50092 1.48819
H 3.03174 3.85183 -0.17938
H 1.54628 3.94299 -1.13612
H 2.15314 5.38442 -0.31302
*
```